Entry 1:
The following is a quantum chemistry calculation of a cluster of 3 separate species, C42H77BN2O12P2S in total, from the OMol25 dataset.

Computed properties:
- gap between HOMO and LUMO (eV) = 7.91
- largest force on an atom (eV/Å) = 7.64
- SMILES = CCCCc1ccc(C)c2c1Sc1c(C[C@@H](C)O)cc(OCCC)c(B(O)N(C)C)c1N2CCCCOC.CCOP(=O)(OCC)OCC.CCOP(=O)(OCC)OCC
- LUMO (eV) = -0.11
- multiplicity = 1

Each atom is followed by the atoms it is bonded to, with distances in Å.
Geometry (Å):
1 C 6.88 -4.26 0.16  C2 1.536, H39 1.094, H40 1.095, H41 1.093
2 C 5.93 -3.14 -0.27  C1 1.536, C3 1.550, H42 1.097, H43 1.094
3 C 5.59 -2.10 0.83  C2 1.550, C4 1.558, H44 1.092, H45 1.093
4 C 4.07 -2.06 1.15  C3 1.558, C5 1.519, H46 1.089, H47 1.095
5 C 3.56 -3.46 1.46  C4 1.519, C6 1.394, C11 1.392
6 C 4.23 -4.29 2.36  C5 1.394, C7 1.382, H48 1.084
7 C 3.74 -5.55 2.65  C6 1.382, C8 1.394, H49 1.085
8 C 2.57 -6.02 2.05  C7 1.394, C9 1.518, C10 1.397
9 C 2.07 -7.40 2.45  C8 1.518, H50 1.092, H51 1.097, H52 1.085
10 C 1.87 -5.22 1.14  C8 1.397, C11 1.403, N32 1.438
11 C 2.39 -3.95 0.88  C5 1.392, C10 1.403, S12 1.789
12 S 1.42 -2.95 -0.24  C11 1.789, C13 1.789
13 C -0.21 -3.39 0.35  S12 1.789, C14 1.396, C31 1.399
14 C -1.21 -2.42 0.47  C13 1.396, C15 1.530, C19 1.387
15 C -0.87 -0.99 0.05  C14 1.530, C16 1.526, H53 1.095, H54 1.097
16 C -1.93 0.04 0.41  C15 1.526, C17 1.544, O18 1.430, H55 1.096
17 C -1.41 1.41 -0.09  C16 1.544, H56 1.092, H57 1.092, H58 1.095
18 O -3.17 -0.16 -0.26  C16 1.430, H59 0.962
19 C -2.45 -2.80 0.97  C14 1.387, C20 1.395, H60 1.083
20 C -2.64 -4.12 1.35  C19 1.395, O21 1.395, C25 1.387
21 O -3.89 -4.42 1.90  C20 1.395, C22 1.449
22 C -3.92 -3.98 3.28  O21 1.449, C23 1.529, H61 1.095, H62 1.096
23 C -4.57 -4.99 4.22  C22 1.529, C24 1.545, H63 1.097, H64 1.092
24 C -3.58 -6.03 4.78  C23 1.545, H65 1.092, H66 1.094, H67 1.090
25 C -1.66 -5.10 1.21  C20 1.387, B26 1.595, C31 1.412
26 B -1.88 -6.62 1.64  C25 1.595, O27 1.365, N28 1.479
27 O -1.17 -7.03 2.73  B26 1.365, H68 0.966
28 N -2.77 -7.61 0.99  B26 1.479, C29 1.473, C30 1.477
29 C -4.20 -7.30 1.16  N28 1.473, H69 1.093, H70 1.101, H71 1.091
30 C -2.49 -7.76 -0.45  N28 1.477, H72 1.092, H73 1.096, H74 1.093
31 C -0.40 -4.73 0.70  C13 1.399, C25 1.412, N32 1.445
32 N 0.66 -5.71 0.54  C10 1.438, C31 1.445, C33 1.499
33 C 0.78 -6.00 -0.93  N32 1.499, C34 1.529, H75 1.097, H76 1.093
34 C 2.18 -6.32 -1.46  C33 1.529, C35 1.539, H77 1.093, H78 1.097
35 C 2.78 -7.66 -0.99  C34 1.539, C36 1.526, H79 1.089, H80 1.099
36 C 1.84 -8.85 -1.18  C35 1.526, O37 1.427, H81 1.099, H82 1.096
37 O 1.49 -8.94 -2.56  C36 1.427, C38 1.416
38 C 0.22 -9.54 -2.73  O37 1.416, H83 1.096, H84 1.091, H85 1.099
39 H 7.93 -3.98 0.08  C1 1.094
40 H 6.72 -5.13 -0.48  C1 1.095
41 H 6.73 -4.60 1.19  C1 1.093
42 H 6.45 -2.58 -1.06  C2 1.097
43 H 5.04 -3.55 -0.76  C2 1.094
44 H 6.15 -2.35 1.73  C3 1.092
45 H 5.84 -1.10 0.47  C3 1.093
46 H 3.57 -1.62 0.28  C4 1.089
47 H 3.91 -1.40 2.01  C4 1.095
48 H 5.12 -3.91 2.83  C6 1.084
49 H 4.24 -6.20 3.36  C7 1.085
50 H 2.54 -8.19 1.86  C9 1.092
51 H 2.39 -7.56 3.49  C9 1.097
52 H 0.99 -7.47 2.44  C9 1.085
53 H -0.58 -0.93 -1.01  C15 1.095
54 H 0.03 -0.75 0.63  C15 1.097
55 H -2.06 0.14 1.50  C16 1.096
56 H -1.51 1.45 -1.17  C17 1.092
57 H -1.96 2.25 0.35  C17 1.092
58 H -0.35 1.52 0.18  C17 1.095
59 H -3.11 -0.99 -0.75  O18 0.962
60 H -3.25 -2.08 1.11  C19 1.083
61 H -2.88 -3.86 3.61  C22 1.095
62 H -4.38 -2.99 3.38  C22 1.096
63 H -4.90 -4.42 5.09  C23 1.097
64 H -5.46 -5.47 3.80  C23 1.092
65 H -3.86 -6.32 5.80  C24 1.092
66 H -2.58 -5.60 4.87  C24 1.094
67 H -3.50 -6.89 4.13  C24 1.090
68 H -1.55 -7.85 3.07  O27 0.966
69 H -4.82 -8.13 0.80  C29 1.093
70 H -4.47 -6.41 0.58  C29 1.101
71 H -4.42 -7.05 2.20  C29 1.091
72 H -2.18 -8.77 -0.73  C30 1.092
73 H -3.40 -7.52 -1.01  C30 1.096
74 H -1.75 -7.02 -0.76  C30 1.093
75 H 0.43 -5.14 -1.51  C33 1.097
76 H 0.13 -6.82 -1.22  C33 1.093
77 H 2.89 -5.50 -1.35  C34 1.093
78 H 2.06 -6.44 -2.54  C34 1.097
79 H 3.22 -7.62 0.01  C35 1.089
80 H 3.62 -7.85 -1.67  C35 1.099
81 H 2.43 -9.75 -0.95  C36 1.099
82 H 0.96 -8.75 -0.54  C36 1.096
83 H -0.02 -10.27 -1.95  C38 1.096
84 H 0.20 -10.04 -3.70  C38 1.091
85 H -0.56 -8.76 -2.70  C38 1.099
86 O 0.34 5.32 -3.67  P87 1.493
87 P -1.06 5.67 -3.29  O86 1.493, O88 1.644, O91 1.643, O94 1.633
88 O -1.93 5.00 -4.51  P87 1.644, C89 1.429
89 C -2.10 3.58 -4.53  O88 1.429, C90 1.519, H97 1.094, H98 1.090
90 C -3.04 3.10 -3.44  C89 1.519, H99 1.093, H100 1.091, H101 1.090
91 O -1.01 7.25 -3.73  P87 1.643, C92 1.428
92 C 0.22 7.94 -3.96  O91 1.428, C93 1.517, H102 1.087, H103 1.091
93 C 0.60 7.90 -5.43  C92 1.517, H104 1.090, H105 1.091, H106 1.092
94 O -2.37 5.98 -2.36  P87 1.633, C95 1.438
95 C -3.28 7.07 -2.56  O94 1.438, C96 1.511, H107 1.089, H108 1.092
96 C -3.97 7.11 -3.90  C95 1.511, H109 1.088, H110 1.092, H111 1.090
97 H -1.12 3.09 -4.44  C89 1.094
98 H -2.51 3.33 -5.51  C89 1.090
99 H -2.61 3.26 -2.45  C90 1.093
100 H -3.25 2.04 -3.55  C90 1.091
101 H -3.98 3.65 -3.47  C90 1.090
102 H 1.01 7.55 -3.33  C92 1.087
103 H 0.06 8.98 -3.65  C92 1.091
104 H 0.51 6.89 -5.84  C93 1.090
105 H 1.62 8.26 -5.58  C93 1.091
106 H -0.08 8.53 -6.01  C93 1.092
107 H -2.78 8.01 -2.34  C95 1.089
108 H -4.04 6.93 -1.79  C95 1.092
109 H -3.27 7.30 -4.71  C96 1.088
110 H -4.71 7.91 -3.91  C96 1.092
111 H -4.47 6.17 -4.12  C96 1.090
112 O 0.64 9.14 -0.78  P113 1.487
113 P 0.48 10.04 0.40  O112 1.487, O114 1.635, O117 1.638, O120 1.618
114 O 1.88 9.87 1.23  P113 1.635, C115 1.431
115 C 3.07 10.44 0.68  O114 1.431, C116 1.519, H123 1.094, H124 1.090
116 C 3.08 11.95 0.76  C115 1.519, H125 1.092, H126 1.091, H127 1.090
117 O -0.56 9.15 1.29  P113 1.638, C118 1.427
118 C -1.25 8.02 0.75  O117 1.427, C119 1.515, H128 1.089, H129 1.092
119 C -0.49 6.74 1.02  C118 1.515, H130 1.090, H131 1.092, H132 1.092
120 O 0.01 11.42 1.10  P113 1.618, C121 1.440
121 C -0.59 11.51 2.41  O120 1.440, C122 1.511, H133 1.088, H134 1.091
122 C 0.24 10.96 3.54  C121 1.511, H135 1.088, H136 1.091, H137 1.090
123 H 3.20 10.10 -0.35  C115 1.094
124 H 3.90 10.03 1.27  C115 1.090
125 H 2.32 12.39 0.11  C116 1.092
126 H 4.05 12.35 0.46  C116 1.091
127 H 2.87 12.29 1.78  C116 1.090
128 H -1.45 8.16 -0.31  C118 1.089
129 H -2.23 7.98 1.25  C118 1.092
130 H 0.56 6.83 0.76  C119 1.090
131 H -0.92 5.92 0.44  C119 1.092
132 H -0.54 6.48 2.07  C119 1.092
133 H -1.59 11.07 2.38  C121 1.088
134 H -0.74 12.58 2.57  C121 1.091
135 H 0.37 9.88 3.47  C122 1.088
136 H -0.27 11.17 4.49  C122 1.091
137 H 1.23 11.41 3.56  C122 1.090

---

Entry 2:
The following is a quantum chemistry calculation of a cluster of 13 separate species, C42H77BrCl24N4O4 in total, from the OMol25 dataset.

Computed properties:
- gap between HOMO and LUMO (eV) = 8.80
- largest force on an atom (eV/Å) = 1.60
- LUMO (eV) = 0.27
- multiplicity = 1

Each atom is followed by the atoms it is bonded to, with distances in Å.
Geometry (Å):
1 C 2.76 -5.36 3.83  C2 1.541, H28 1.093, H29 1.094, H30 1.093
2 C 2.92 -4.08 2.98  C1 1.541, C3 1.537, H31 1.091, H32 1.089
3 C 1.67 -3.20 2.97  C2 1.537, Br4 1.964, C5 1.532, H33 1.093
4 Br 0.60 -3.45 1.33  C3 1.964
5 C 1.91 -1.73 3.31  C3 1.532, N6 1.480, C7 1.563, C10 1.553
6 N 2.48 -1.70 4.67  C5 1.480, H34 1.014, H35 1.015
7 C 0.58 -0.92 3.33  C5 1.563, C8 1.534, H36 1.091, H37 1.100
8 C -0.40 -1.31 4.44  C7 1.534, N9 1.499, H38 1.092, H39 1.095
9 N -1.80 -1.07 3.96  C8 1.499, H40 1.014, H41 1.016
10 C 2.87 -0.97 2.34  C5 1.553, O11 1.422, H42 1.098, H43 1.096
11 O 3.29 -1.69 1.19  C10 1.422, C12 1.415
12 C 4.68 -1.59 0.95  O11 1.415, C13 1.538, C24 1.529, H44 1.099
13 C 5.05 -0.35 0.13  C12 1.538, C14 1.539, H45 1.092, H46 1.097
14 C 4.22 -0.20 -1.16  C13 1.539, C15 1.518, H47 1.095, H48 1.091
15 C 4.84 -0.98 -2.31  C14 1.518, O16 1.219, N17 1.404
16 O 6.05 -1.04 -2.41  C15 1.219
17 N 4.06 -1.61 -3.30  C15 1.404, C18 1.440, H49 1.016
18 C 2.74 -2.02 -2.90  N17 1.440, C19 1.395, C23 1.382
19 C 2.48 -3.34 -2.53  C18 1.395, C20 1.378, H50 1.087
20 C 1.20 -3.72 -2.19  C19 1.378, C21 1.388, H51 1.086
21 C 0.14 -2.83 -2.23  C20 1.388, C22 1.388, H52 1.085
22 C 0.39 -1.51 -2.58  C21 1.388, C23 1.389, H53 1.080
23 C 1.68 -1.13 -2.91  C18 1.382, C22 1.389, H54 1.087
24 C 5.15 -2.85 0.22  C12 1.529, O25 1.435, H55 1.096, H56 1.095
25 O 5.48 -3.86 1.19  C24 1.435, N26 1.411
26 N 6.11 -4.96 0.57  O25 1.411, O27 1.168
27 O 5.33 -5.76 0.21  N26 1.168
28 H 3.14 -5.22 4.85  C1 1.093
29 H 3.36 -6.15 3.37  C1 1.094
30 H 1.73 -5.71 3.83  C1 1.093
31 H 3.06 -4.43 1.95  C2 1.091
32 H 3.82 -3.53 3.23  C2 1.089
33 H 1.01 -3.59 3.76  C3 1.093
34 H 2.28 -0.80 5.10  N6 1.014
35 H 2.03 -2.41 5.24  N6 1.015
36 H 0.10 -0.92 2.35  C7 1.091
37 H 0.88 0.12 3.53  C7 1.100
38 H -0.23 -0.75 5.36  C8 1.092
39 H -0.34 -2.37 4.70  C8 1.095
40 H -2.30 -1.95 3.95  N9 1.014
41 H -2.26 -0.53 4.69  N9 1.016
42 H 3.71 -0.59 2.94  C10 1.098
43 H 2.34 -0.08 1.99  C10 1.096
44 H 5.27 -1.55 1.88  C12 1.099
45 H 6.12 -0.30 -0.07  C13 1.092
46 H 4.84 0.52 0.76  C13 1.097
47 H 4.26 0.86 -1.44  C14 1.095
48 H 3.19 -0.47 -0.93  C14 1.091
49 H 4.57 -2.45 -3.58  N17 1.016
50 H 3.29 -4.07 -2.50  C19 1.087
51 H 0.98 -4.75 -1.92  C20 1.086
52 H -0.87 -3.14 -2.00  C21 1.085
53 H -0.40 -0.77 -2.62  C22 1.080
54 H 1.87 -0.10 -3.19  C23 1.087
55 H 4.41 -3.17 -0.52  C24 1.096
56 H 6.06 -2.57 -0.32  C24 1.095
57 Cl -5.00 0.48 -1.78  C58 1.779
58 C -4.23 1.06 -3.28  Cl57 1.779, C59 1.509, H61 1.088, H62 1.090
59 C -3.79 -0.07 -4.17  C58 1.509, Cl60 1.783, H63 1.090, H64 1.088
60 Cl -2.43 -0.99 -3.45  C59 1.783
61 H -3.39 1.70 -3.00  C58 1.088
62 H -4.97 1.67 -3.80  C58 1.090
63 H -3.44 0.32 -5.12  C59 1.090
64 H -4.60 -0.77 -4.36  C59 1.088
65 Cl -0.16 0.71 -1.07  C66 1.789
66 C 0.00 2.37 -0.42  Cl65 1.789, C67 1.505, H69 1.088, H70 1.089
67 C 1.39 2.93 -0.55  C66 1.505, Cl68 1.783, H71 1.089, H72 1.088
68 Cl 2.55 2.12 0.53  C67 1.783
69 H -0.32 2.35 0.62  C66 1.088
70 H -0.69 2.98 -0.99  C66 1.089
71 H 1.39 3.98 -0.27  C67 1.089
72 H 1.76 2.85 -1.57  C67 1.088
73 Cl -3.83 -2.67 -0.69  C74 1.783
74 C -4.62 -3.60 0.60  Cl73 1.783, C75 1.506, H77 1.088, H78 1.091
75 C -6.11 -3.38 0.64  C74 1.506, Cl76 1.789, H79 1.090, H80 1.089
76 Cl -6.53 -1.72 1.17  C75 1.789
77 H -4.16 -3.33 1.55  C74 1.088
78 H -4.41 -4.65 0.40  C74 1.091
79 H -6.57 -4.07 1.35  C75 1.090
80 H -6.56 -3.53 -0.34  C75 1.089
81 Cl -2.12 4.52 -2.62  C82 1.785
82 C -1.30 5.18 -4.06  Cl81 1.785, C83 1.507, H85 1.087, H86 1.089
83 C -0.81 4.09 -4.98  C82 1.507, Cl84 1.782, H87 1.089, H88 1.088
84 Cl 0.54 3.16 -4.28  C83 1.782
85 H -0.49 5.82 -3.73  C82 1.087
86 H -2.03 5.79 -4.59  C82 1.089
87 H -0.44 4.53 -5.91  C83 1.089
88 H -1.60 3.38 -5.22  C83 1.088
89 Cl -4.86 -6.88 -0.19  C90 1.783
90 C -3.31 -7.44 -0.87  Cl89 1.783, C91 1.506, H93 1.087, H94 1.089
91 C -2.32 -7.78 0.20  C90 1.506, Cl92 1.782, H95 1.089, H96 1.087
92 Cl -1.76 -6.32 1.07  C91 1.782
93 H -2.94 -6.66 -1.53  C90 1.087
94 H -3.53 -8.32 -1.47  C90 1.089
95 H -1.43 -8.24 -0.24  C91 1.089
96 H -2.73 -8.47 0.93  C91 1.087
97 Cl -6.93 -5.19 -1.98  C98 1.787
98 C -6.24 -4.51 -3.48  Cl97 1.787, C99 1.507, H101 1.089, H102 1.089
99 C -5.80 -5.56 -4.46  C98 1.507, Cl100 1.778, H103 1.089, H104 1.087
100 Cl -4.38 -6.48 -3.91  C99 1.778
101 H -5.42 -3.85 -3.19  C98 1.089
102 H -7.02 -3.90 -3.93  C98 1.089
103 H -5.53 -5.09 -5.40  C99 1.089
104 H -6.60 -6.28 -4.66  C99 1.087
105 Cl -5.10 9.04 -1.13  C106 1.789
106 C -5.13 7.53 -0.16  Cl105 1.789, C107 1.506, H109 1.084, H110 1.090
107 C -4.66 6.35 -0.96  C106 1.506, Cl108 1.784, H111 1.090, H112 1.086
108 Cl -5.81 5.90 -2.24  C107 1.784
109 H -6.13 7.39 0.21  C106 1.084
110 H -4.47 7.69 0.69  C106 1.090
111 H -4.56 5.48 -0.31  C107 1.090
112 H -3.70 6.53 -1.43  C107 1.086
113 Cl 2.58 1.42 6.33  C114 1.785
114 C 4.20 2.16 6.46  Cl113 1.785, C115 1.508, H117 1.087, H118 1.089
115 C 5.09 1.81 5.29  C114 1.508, Cl116 1.779, H119 1.089, H120 1.088
116 Cl 5.55 0.10 5.28  C115 1.779
117 H 4.64 1.84 7.40  C114 1.087
118 H 4.05 3.24 6.50  C114 1.089
119 H 6.01 2.39 5.35  C115 1.089
120 H 4.60 2.04 4.34  C115 1.088
121 Cl 9.03 -0.02 2.32  C122 1.784
122 C 10.21 -0.75 1.18  Cl121 1.784, C123 1.506, H125 1.087, H126 1.089
123 C 9.54 -1.32 -0.03  C122 1.506, Cl124 1.779, H127 1.088, H128 1.089
124 Cl 8.57 -2.76 0.35  C123 1.779
125 H 10.77 -1.50 1.72  C122 1.087
126 H 10.89 0.05 0.88  C122 1.089
127 H 10.29 -1.63 -0.76  C123 1.088
128 H 8.88 -0.60 -0.51  C123 1.089
129 Cl 12.45 -0.87 -2.62  C130 1.785
130 C 10.77 -0.49 -3.10  Cl129 1.785, C131 1.506, H133 1.087, H134 1.089
131 C 10.68 0.04 -4.51  C130 1.506, Cl132 1.782, H135 1.089, H136 1.087
132 Cl 11.40 1.66 -4.66  C131 1.782
133 H 10.37 0.22 -2.38  C130 1.087
134 H 10.21 -1.42 -3.02  C130 1.089
135 H 9.64 0.12 -4.80  C131 1.089
136 H 11.19 -0.62 -5.21  C131 1.087
137 Cl -8.92 5.52 4.09  C138 1.786
138 C -9.03 6.74 2.79  Cl137 1.786, C139 1.506, H141 1.083, H142 1.087
139 C -8.85 6.12 1.43  C138 1.506, Cl140 1.785, H143 1.087, H144 1.087
140 Cl -7.17 5.57 1.16  C139 1.785
141 H -8.30 7.51 2.99  C138 1.083
142 H -10.02 7.18 2.85  C138 1.087
143 H -9.06 6.86 0.66  C139 1.087
144 H -9.51 5.28 1.27  C139 1.087
145 Cl -11.65 8.21 0.10  C146 1.783
146 C -11.48 9.88 0.69  Cl145 1.783, C147 1.507, H149 1.087, H150 1.089
147 C -10.06 10.38 0.56  C146 1.507, Cl148 1.784, H151 1.089, H152 1.087
148 Cl -8.95 9.54 1.68  C147 1.784
149 H -11.81 9.90 1.73  C146 1.087
150 H -12.14 10.50 0.10  C146 1.089
151 H -10.02 11.44 0.81  C147 1.089
152 H -9.68 10.25 -0.45  C147 1.087